No. 1
Entry from the OMol25 dataset: a structure of composition C27H30NOPt in a non-equilibrium geometry (the ωB97M-V functional and the def2-TZVPD basis).

Calculated values
**HOMO-LUMO gap (alpha / beta)**: 5.123 / 5.523 eV
**E_LUMO (alpha / beta)**: 0.097 / 0.069 Ha
**Max |F|**: 2.80 eV/A
**Total charge**: -1
**2S+1**: 5
**Energy above the lowest of the compared OMol25 structures with the same formula, charge and spin**: 0.000 eV
**Expectation value of S²**: 6.037

Atoms and positions in Å:
1 Pt 0.094503 -0.036243 0.745610
2 C 2.075468 0.313498 1.497802
3 C 2.232060 -0.638929 0.390071
4 C 2.295739 0.137461 -0.837725
5 H 2.520001 -1.678861 0.518591
6 C 2.019670 1.482970 -0.532284
7 C 1.774049 1.603930 0.886060
8 H 1.583759 2.513440 1.446866
9 H 2.239112 0.107234 2.542252
10 H 2.606129 -0.260985 -1.785659
11 H 2.083114 2.313394 -1.226599
12 C -2.266084 0.047641 0.877290
13 C -1.478171 1.207959 1.318622
14 C -1.049718 1.901740 0.099761
15 H -1.361650 1.560160 2.330917
16 C -1.751382 1.305907 -1.002343
17 C -2.473156 0.180322 -0.534608
18 H -3.177025 -0.412741 -1.110636
19 H -2.800122 -0.622716 1.542728
20 H -0.489452 2.827760 0.082567
21 H -1.820561 1.726888 -2.002946
22 O -0.037715 -2.000769 -0.614951
23 C -0.318041 -0.525361 -4.102401
24 C 0.278993 -1.784489 -3.497525
25 C 0.479118 0.689481 -3.921840
26 C -1.794126 -0.536130 -4.100997
27 C 0.409953 -2.415625 -1.839268
28 H 1.330713 -1.831285 -3.797197
29 H -0.264269 -2.626549 -3.932050
30 H -0.072458 -3.403289 -1.964788
31 H 1.501855 -2.560636 -1.745564
32 H 0.536600 1.327336 -4.814605
33 H 1.529242 0.416334 -3.670418
34 H 0.088426 1.343330 -3.103573
35 H -2.248729 -0.623689 -5.099760
36 H -2.260209 0.343757 -3.616140
37 H -2.140528 -1.449055 -3.552774
38 C -0.649065 -0.896395 6.203368
39 C -0.254703 0.159127 5.371807
40 C -0.090926 -0.036519 4.004478
41 C -0.331419 -1.310156 3.424831
42 C -0.683951 -2.380566 4.291712
43 C -0.856346 -2.167296 5.653759
44 N -0.234712 -1.539608 2.071057
45 C -0.422615 -2.841098 1.576131
46 C 0.701596 -3.681377 1.401772
47 C 0.513037 -5.000536 1.036584
48 C -0.783382 -5.513815 0.867290
49 C -1.889208 -4.659104 0.974436
50 C -1.721667 -3.328386 1.332849
51 H -0.787933 -0.734659 7.275637
52 H -0.069470 1.145317 5.795788
53 H 0.228601 0.795452 3.372060
54 H -0.823362 -3.374153 3.863886
55 H -1.150815 -3.001862 6.286732
56 H 1.687859 -3.242597 1.517552
57 H 1.390370 -5.641182 0.904906
58 H -0.924397 -6.559940 0.634108
59 H -2.904313 -5.036605 0.800342
60 H -2.554487 -2.640031 1.420529

Atomic forces in eV per Å
-0.132 -1.596 -1.236
0.613 0.202 -1.763
1.139 1.602 0.672
0.129 0.894 0.988
-0.214 0.345 -0.184
0.869 -0.428 -0.060
1.713 -0.987 -0.002
-0.005 -0.153 -0.168
-0.317 -0.070 0.055
-0.223 -0.045 -0.232
-0.334 -0.158 0.037
-0.498 1.973 -0.405
-0.964 -0.368 -0.933
-2.170 -0.168 -0.330
-0.148 -0.009 -0.039
-0.079 0.473 0.476
0.006 0.761 0.648
0.408 -0.084 -0.001
0.353 0.128 -0.164
-0.061 -0.179 -0.061
0.311 -0.264 0.252
-0.958 1.185 -1.189
0.456 -1.712 2.163
-0.058 -0.064 0.420
0.896 1.115 0.135
-1.285 -0.336 0.158
0.528 0.271 -0.153
-0.049 -0.161 0.009
0.180 -0.094 -0.158
0.226 0.116 -0.156
-0.007 -0.102 -0.538
-0.147 -0.004 -0.037
-0.703 0.301 -0.107
0.264 -0.470 -0.362
0.121 0.152 -0.031
0.277 -0.320 -0.215
0.122 0.792 -0.314
-0.051 0.072 0.317
-0.096 -0.526 -0.098
0.017 0.096 0.200
-0.106 -0.715 -0.804
-0.057 0.106 0.460
0.198 0.365 -0.360
0.060 -1.112 1.982
-0.046 -0.373 0.815
-0.941 0.217 0.018
-0.052 -0.276 0.101
0.012 0.520 -0.105
-0.022 -0.332 0.038
0.931 -0.087 -0.002
0.056 -0.023 -0.333
-0.036 -0.162 -0.068
-0.137 -0.414 0.300
-0.008 0.323 0.229
0.055 0.131 -0.032
-0.160 -0.197 0.142
-0.350 0.083 0.021
-0.018 -0.047 -0.088
0.430 0.032 0.054
0.065 -0.221 0.036



No. 2
Entry from the OMol25 dataset: a cluster of 2 separate species, C4H10O3 in total in a non-equilibrium geometry (the ωB97M-V functional and the def2-TZVPD basis).

Calculated values
**HOMO-LUMO gap**: 6.878 eV
**E_LUMO**: 0.249 Ha
**Max |F|**: 5.30 eV/A
**Total charge**: -2
**Energy above the lowest of the compared OMol25 structures with the same formula, charge and spin**: 1.326 eV

Atoms and positions in Å:
1 C -0.460375 0.190113 0.545265
2 C 0.545809 1.270545 0.629548
3 C 0.331406 2.775166 0.319005
4 O 1.461449 3.694600 0.331207
5 C 0.164301 -1.186767 0.084369
6 O -0.670398 -2.320086 0.280750
7 H -1.015764 0.030653 1.376914
8 H -1.091989 0.368364 -0.282675
9 H 1.487330 0.983420 0.032584
10 H 1.069231 1.320406 1.667725
11 H -0.470298 3.092228 1.025239
12 H -0.250516 2.737415 -0.633552
13 H 1.120800 -1.093466 0.564966
14 H 0.262741 -1.121941 -1.036445
15 H -0.582560 -2.856027 -0.589124
16 H -1.330977 -3.711922 -2.341297
17 O -0.570192 -4.172702 -1.974477

Atomic forces in eV per Å
1.155 -1.125 -3.057
4.950 0.955 1.624
0.358 1.394 -0.247
-2.317 -2.495 -0.002
-1.260 1.317 -1.388
0.818 0.124 -0.558
-1.765 -0.359 2.745
-1.409 0.737 -0.725
-1.271 0.265 0.239
-0.977 -0.401 -1.087
0.098 0.184 0.237
0.355 0.357 -0.370
0.929 -1.346 0.332
0.625 0.257 1.024
-0.211 -0.308 1.005
-0.141 -0.033 -0.181
0.063 0.476 0.410



No. 3
Entry from the OMol25 dataset: an isolated molecule of C3H3N3 in a non-equilibrium geometry (the ωB97M-V functional and the def2-TZVPD basis).

Calculated values
**HOMO-LUMO gap**: 10.778 eV
**E_LUMO**: 0.014 Ha
**Max |F|**: 2.75 eV/A
**Total charge**: 0
**Energy above the lowest of the compared OMol25 structures with the same formula, charge and spin**: 0.131 eV
**SMILES**: c1ncncn1

Atoms and positions in Å:
1 C -0.446817 -0.222439 -1.146760
2 N -1.175830 -0.665316 -0.125912
3 C -0.637621 -0.417278 1.039999
4 N 0.499718 0.244064 1.222037
5 C 1.094101 0.664915 0.144592
6 N 0.652532 0.426419 -1.127767
7 H -0.853477 -0.547606 -2.082773
8 H -1.037889 -0.888553 1.888858
9 H 1.998437 1.248799 0.188421

Atomic forces in eV per Å
-2.010 -1.414 -0.928
-0.322 -0.124 0.523
0.742 -0.217 -0.745
0.533 0.391 0.912
-0.356 0.150 -1.817
2.091 1.182 1.334
-0.041 0.228 -0.775
-0.857 -0.242 1.119
0.220 0.046 0.378



No. 4
Entry from the OMol25 dataset: an isolated molecule of C11H9F3O in a non-equilibrium geometry (the ωB97M-V functional and the def2-TZVPD basis).

Calculated values
**HOMO-LUMO gap (alpha / beta)**: 7.483 / 6.549 eV
**E_LUMO (alpha / beta)**: 0.029 / -0.112 Ha
**Max |F|**: 5.20 eV/A
**Total charge**: 0
**2S+1**: 3
**Expectation value of S²**: 2.007

Atoms and positions in Å:
1 C -2.552974 1.018444 0.284547
2 C -2.199432 -0.094739 1.026848
3 C -1.603063 1.654591 -0.496126
4 C -0.899436 -0.569644 0.996113
5 C -0.304316 1.180670 -0.535264
6 C 0.055091 0.068665 0.216201
7 C 1.919899 -1.323510 1.309825
8 C 2.810351 -0.206979 1.874083
9 C 1.473556 -0.452259 0.137969
10 C 2.562701 0.579011 0.565333
11 C 1.724932 -1.122983 -1.213999
12 O 1.725970 -2.451681 1.631231
13 F 4.095475 -0.510811 2.190654
14 F 2.163209 1.857773 0.757696
15 F 3.624207 0.646785 -0.262379
16 H -3.566754 1.388220 0.312451
17 H -2.936220 -0.598211 1.634233
18 H -1.872592 2.521305 -1.080168
19 H -0.633727 -1.442801 1.572156
20 H 0.431597 1.681869 -1.145311
21 H 2.353870 0.300805 2.732792
22 H 2.751179 -1.476394 -1.284831
23 H 1.538332 -0.417975 -2.020192
24 H 1.050561 -1.969511 -1.315968

Atomic forces in eV per Å
-0.084 -0.017 0.043
-0.091 -0.017 0.025
0.031 0.029 -0.075
0.037 0.077 -0.099
-0.051 -0.006 0.011
0.028 -0.156 0.192
1.541 4.874 -0.948
-0.485 0.518 -0.115
-0.102 0.408 -1.147
-0.156 -0.418 0.511
0.147 -0.052 0.059
-1.046 -4.768 1.457
0.338 -0.171 -0.087
-0.120 -0.059 0.074
0.034 -0.250 0.041
-0.088 0.036 0.007
-0.079 -0.041 0.051
-0.030 0.091 -0.049
0.070 -0.080 0.099
0.084 0.062 -0.068
0.126 -0.071 0.200
0.023 -0.011 -0.024
-0.056 0.055 -0.097
-0.072 -0.034 -0.061



No. 5
Entry from the OMol25 dataset: a cluster of 6 separate species, C20H32Cl4O12 in total in a non-equilibrium geometry (the ωB97M-V functional and the def2-TZVPD basis).

Calculated values
**HOMO-LUMO gap**: 11.019 eV
**E_LUMO**: 0.018 Ha
**Max |F|**: 3.24 eV/A
**Total charge**: 0
**Energy above the lowest of the compared OMol25 structures with the same formula, charge and spin**: 1.108 eV
**SMILES**: C[C@H]1COC(=O)O1.C[C@H]1COC(=O)O1.C[C@H]1COC(=O)O1.C[C@H]1COC(=O)O1.ClCCCl.ClCCCl

Atoms and positions in Å:
1 C -0.015336 0.414334 6.794136
2 C 0.308480 -0.491172 5.557032
3 C -0.272641 -1.843618 5.613266
4 O -1.676333 -1.507069 5.343830
5 C -1.669233 -0.456117 4.460487
6 O -2.558804 0.038230 3.838640
7 O -0.366521 0.005055 4.363311
8 H 0.254943 1.446934 6.557741
9 H 0.693408 0.093251 7.566584
10 H -1.017232 0.419337 7.122735
11 H 1.376949 -0.526578 5.259475
12 H -0.104155 -2.301131 6.582415
13 H 0.094273 -2.441847 4.776123
14 C 1.932539 -3.869859 -3.037024
15 C 2.842327 -2.683358 -2.964304
16 C 3.577295 -2.367436 -1.610468
17 O 4.820885 -1.817960 -2.064876
18 C 4.994167 -2.109100 -3.346151
19 O 6.038425 -1.950696 -3.901985
20 O 3.896859 -2.682427 -3.912873
21 H 0.994457 -3.533746 -2.618549
22 H 2.368097 -4.751559 -2.678605
23 H 1.674121 -4.015396 -4.120111
24 H 2.168801 -1.859801 -3.279420
25 H 3.868943 -3.287777 -1.085892
26 H 2.925738 -1.724795 -1.025965
27 C -3.002486 -2.788131 1.633637
28 C -1.577632 -3.343887 1.413617
29 C -0.837720 -2.808505 0.209685
30 O 0.508522 -3.047819 0.572977
31 C 0.568886 -2.819677 1.932304
32 O 1.526248 -2.466639 2.508730
33 O -0.675431 -2.881654 2.409862
34 H -3.351014 -3.262927 2.557094
35 H -3.671400 -3.066786 0.839899
36 H -3.013518 -1.698347 1.789535
37 H -1.542610 -4.419207 1.535808
38 H -1.046108 -1.755664 0.016302
39 H -1.093267 -3.229607 -0.792145
40 C -2.544608 3.682620 -1.659861
41 C -3.154808 2.420550 -2.107276
42 C -2.664299 2.072145 -3.517947
43 O -1.917230 0.886210 -3.300092
44 C -1.954784 0.512535 -2.040799
45 O -1.482460 -0.492949 -1.604509
46 O -2.568309 1.420638 -1.284163
47 H -1.458458 3.570750 -1.558702
48 H -2.928039 3.938437 -0.642314
49 H -2.813792 4.606949 -2.260741
50 H -4.227600 2.321572 -2.116293
51 H -1.896184 2.782111 -3.900734
52 H -3.471691 1.952213 -4.261375
53 Cl -0.207259 6.081224 -1.716313
54 C 0.713805 5.053752 -2.887646
55 C 0.639449 5.517852 -4.385992
56 Cl -0.983690 5.445002 -5.027452
57 H 0.382274 4.022270 -2.713659
58 H 1.750227 5.100773 -2.527450
59 H 1.162260 4.800418 -5.025802
60 H 1.131825 6.460139 -4.554332
61 Cl 0.824839 3.278967 0.537099
62 C 0.519268 1.507601 0.882571
63 C 1.625452 0.618371 0.383955
64 Cl 1.640392 0.624276 -1.444573
65 H -0.508904 1.180230 0.491740
66 H 0.514165 1.410140 1.990994
67 H 1.367996 -0.402392 0.715041
68 H 2.567244 1.020723 0.719802

Atomic forces in eV per Å
2.596 -0.265 -1.340
0.639 1.478 -0.538
-0.618 0.004 -0.241
-0.275 0.046 -0.494
1.510 0.198 -0.104
-0.036 -0.855 0.597
-0.940 0.047 0.632
-0.012 -0.108 -0.100
-0.436 0.057 0.214
-1.159 -0.445 0.295
-0.527 0.247 0.608
-0.622 -0.295 0.018
-0.059 -0.159 0.291
-0.339 1.085 -2.212
-0.653 1.344 0.419
-0.559 -1.322 -1.386
-0.972 0.686 0.951
0.931 -0.592 -1.008
-0.374 0.127 -0.270
0.831 -0.088 0.299
-0.212 -0.522 0.716
0.254 -1.377 0.862
0.368 -0.012 0.811
0.581 0.160 0.540
-0.525 0.181 0.103
0.651 0.292 0.240
1.188 -0.219 1.126
-1.017 0.799 -0.729
-1.300 -0.630 -1.699
0.964 0.230 0.441
-1.607 0.439 -2.274
1.426 -0.046 1.120
0.207 0.344 1.941
-0.237 0.235 -0.115
-0.136 -0.136 -0.472
0.148 -0.383 -0.190
-0.279 -0.419 -0.577
0.260 0.187 0.652
0.437 -0.386 0.942
-0.996 2.795 1.309
0.645 0.124 -1.226
0.968 0.688 -0.478
-0.069 -0.916 -1.351
0.117 -0.396 0.752
0.158 -0.246 -0.094
-0.649 -0.534 0.376
-0.299 0.063 -0.262
0.404 -0.244 -0.531
0.468 -1.299 0.295
-0.426 0.254 0.630
-0.915 -0.065 0.172
0.459 -0.274 0.349
0.247 -0.050 -0.636
0.418 0.286 -0.334
0.704 -1.468 1.189
-0.874 0.388 -0.126
-0.097 0.329 -0.388
-0.232 0.050 -0.330
0.287 -0.057 0.518
-0.324 0.593 0.147
-0.307 -0.942 0.000
-1.279 -0.098 0.546
-1.100 0.208 -0.791
0.150 -0.043 0.597
1.541 0.775 0.417
-0.154 0.183 -0.682
0.634 0.367 -0.182
0.423 -0.398 0.046



No. 6
Entry from the OMol25 dataset: a structure of composition C6H16BCl2NNbO2Sr in a non-equilibrium geometry (the ωB97M-V functional and the def2-TZVPD basis).

Calculated values
**HOMO-LUMO gap**: 6.391 eV
**E_LUMO**: -0.189 Ha
**Max |F|**: 5.64 eV/A
**Total charge**: +1

Atoms and positions in Å:
1 C 2.861595 1.334495 1.476269
2 C 2.900252 1.128610 -0.022034
3 Cl 2.600546 2.701554 -0.911324
4 C 1.993629 -0.003193 -0.432061
5 Cl 2.502984 -0.575965 -2.058105
6 Nb -0.297367 0.272037 -0.327739
7 C -0.781470 -1.779248 -1.134913
8 C 0.183378 -2.739873 -0.594804
9 N 0.015846 -3.190278 0.564054
10 C -2.415859 0.989929 -0.266492
11 B -3.335731 0.184769 0.781372
12 O -2.886332 -0.513606 1.842048
13 O -4.683650 0.272948 0.586070
14 H 3.513086 0.585229 1.890462
15 H 3.217967 2.320312 1.705336
16 H 1.880272 1.164168 1.882455
17 H 3.912927 0.884907 -0.275718
18 H 2.177434 -0.773765 0.297214
19 H -0.268008 -0.385715 1.366060
20 H 0.145514 1.944776 0.347176
21 H -0.176716 0.935001 -2.049130
22 H -0.781199 -1.841275 -2.216590
23 H -1.740414 -2.058319 -0.724987
24 H 1.019426 -3.076170 -1.193407
25 H 0.743600 -3.859686 0.802597
26 H -2.425471 2.019833 0.088250
27 H -2.899005 1.016843 -1.232739
28 H -2.218833 -1.181805 1.620510
29 H -4.922610 1.209558 0.505598
30 Sr 0.164210 3.013929 -2.315426

Atomic forces in eV per Å
-0.182 0.115 -0.571
-0.193 -1.195 0.841
0.317 0.426 -0.362
-0.329 2.132 -0.725
-0.180 -0.184 -0.045
-2.439 -4.623 2.123
0.800 0.947 -0.999
0.246 0.019 -0.246
-0.010 -0.496 1.391
1.608 0.711 -0.151
0.201 0.040 -0.429
0.046 -1.119 -0.136
-0.307 0.908 0.600
0.412 -0.200 0.338
0.199 0.366 0.460
-0.487 0.195 0.166
0.597 0.297 -0.587
-0.018 -0.672 0.189
0.529 0.652 -0.034
0.068 0.769 -0.999
0.277 0.458 -0.726
-0.296 0.029 -0.322
-0.666 0.229 0.116
0.241 0.151 -0.485
-0.057 -0.082 0.104
-0.204 0.321 0.249
-0.267 -0.154 -0.446
0.244 0.360 0.521
-0.330 -0.460 -0.467
0.180 0.061 0.630